Record 1
C3H6NO | the ωB97M-V functional and the def2-TZVPD basis

CARTESIAN COORDINATES (ANGSTROEM)
C (-3.167, -0.052, 0.123)
C (0.761, -0.475, 0.221)
C (1.908, 0.330, 0.064)
N (-0.977, 0.542, -0.270)
O (-1.897, -0.130, 0.017)
H (-3.711, -0.858, 0.442)
H (-3.701, 0.734, -0.463)
H (0.827, -1.523, 0.296)
H (2.085, 1.153, -0.575)
H (2.866, -0.231, -0.063)
H (1.684, 1.043, 0.981)

Summary:
total charge = +1
Kohn-Sham gap (spin up / spin down) = 7.49 / 7.48 eV
relative energy (zero: lowest compared OMol25 entry of this formula, charge and spin) = 215.37 kcal/mol
E_HOMO (spin up / spin down) = -13.98 / -13.98 eV
M = 72.09 g mol⁻¹

Atomic partial charges in e from the natural (NBO) method, atoms 1 to 6:
1 C 0.022
2 C 0.319
3 C -0.840
4 N 0.029
5 O -0.137
6 H 0.206



Record 2
C3H6NO2 | the ωB97M-V functional and the def2-TZVPD basis

CARTESIAN COORDINATES (ANGSTROEM)
O (-1.766, 2.040, 0.813)
C (-0.813, 1.282, 0.757)
N (-0.129, 0.940, -0.358)
C (0.940, -0.058, -0.275)
C (0.461, -1.493, -0.644)
O (1.254, -2.469, -0.232)
H (-0.383, 0.858, 1.684)
H (-0.674, 0.863, -1.208)
H (1.705, 0.284, -0.983)
H (1.410, -0.085, 0.708)
H (-0.597, -1.522, -0.232)
H (0.327, -1.455, -1.765)

Summary:
total charge = -1
SMILES = O=CNCC[O-]
Kohn-Sham gap = 6.70 eV
relative energy (zero: lowest compared OMol25 entry of this formula, charge and spin) = 44.87 kcal/mol
E_HOMO = -2.66 eV
M = 88.09 g mol⁻¹

Atomic partial charges in e from the natural (NBO) method, atoms 1 to 6:
1 O -0.658
2 C 0.531
3 N -0.617
4 C -0.259
5 C -0.003
6 O -0.932



Record 3
C3H6NO2 | the ωB97M-V functional and the def2-TZVPD basis

CARTESIAN COORDINATES (ANGSTROEM)
C (-1.339, 0.455, -0.735)
C (0.014, 0.818, -0.002)
N (1.027, -0.177, -0.050)
C (1.123, -1.174, 1.029)
O (0.197, -1.169, 1.872)
O (2.118, -1.930, 0.916)
H (-2.205, 1.049, -0.447)
H (-1.580, -0.591, -0.516)
H (-1.099, 0.427, -1.803)
H (-0.309, 0.918, 1.032)
H (0.404, 1.723, -0.483)
H (1.647, -0.349, -0.813)

Summary:
total charge = -1
SMILES = CCNC(=O)[O-]
Kohn-Sham gap = 8.09 eV
relative energy (zero: lowest compared OMol25 entry of this formula, charge and spin) = 5.63 kcal/mol
E_HOMO = -3.83 eV
M = 88.09 g mol⁻¹

Atomic partial charges in e from the natural (NBO) method, atoms 1 to 6:
1 C -0.635
2 C -0.208
3 N -0.736
4 C 0.872
5 O -0.807
6 O -0.811



Record 4
C3H6NO2 | the ωB97M-V functional and the def2-TZVPD basis

CARTESIAN COORDINATES (ANGSTROEM)
C (-0.300, 1.301, 0.872)
N (0.627, 0.092, 0.877)
C (-0.076, -0.948, 0.141)
C (0.191, -0.974, -1.459)
O (0.266, -2.114, -1.971)
O (0.415, 0.167, -1.944)
H (-0.196, 1.767, -0.050)
H (-0.112, 2.031, 1.651)
H (-1.448, 1.151, 0.853)
H (1.487, 0.308, 0.204)
H (-1.196, -0.894, 0.324)
H (0.343, -1.887, 0.504)

Summary:
total charge = -1
SMILES = CNCC(=O)[O-]
Kohn-Sham gap = 7.96 eV
relative energy (zero: lowest compared OMol25 entry of this formula, charge and spin) = 31.19 kcal/mol
E_HOMO = -3.66 eV
M = 88.09 g mol⁻¹

Atomic partial charges in e from the natural (NBO) method, atoms 1 to 6:
1 C -0.432
2 N -0.652
3 C -0.357
4 C 0.752
5 O -0.778
6 O -0.806



Record 5
C3H6NO2 | the ωB97M-V functional and the def2-TZVPD basis

CARTESIAN COORDINATES (ANGSTROEM)
C (-1.537, 1.362, -0.134)
C (-0.258, 1.427, -0.542)
N (0.627, 2.539, -0.348)
H (-2.271, 2.154, -0.258)
H (-1.829, 0.457, 0.380)
H (0.234, 0.494, -0.794)
H (0.092, 3.217, 0.179)
H (1.375, 2.193, 0.238)
O (1.402, -1.891, 0.786)
C (0.407, -2.066, 0.045)
O (-0.769, -1.684, 0.187)
H (0.646, -2.781, -0.798)

Summary:
total charge = -1
Kohn-Sham gap = 8.01 eV
relative energy (zero: lowest compared OMol25 entry of this formula, charge and spin) = 49.77 kcal/mol
E_HOMO = -3.96 eV
M = 88.09 g mol⁻¹

Atomic partial charges in e from the natural (NBO) method, atoms 1 to 6:
1 C -0.552
2 C 0.028
3 N -0.848
4 H 0.166
5 H 0.258
6 H 0.211



Record 6
C3H6NO2 | the ωB97M-V functional and the def2-TZVPD basis

CARTESIAN COORDINATES (ANGSTROEM)
C (-1.086, -0.801, -0.136)
C (-0.214, -1.558, 1.960)
N (-0.919, -1.715, 0.933)
H (-0.328, -0.045, -0.409)
H (-1.207, -1.328, -1.097)
H (-1.985, -0.179, 0.091)
H (-0.192, -2.258, 2.792)
H (0.659, -0.861, 1.801)
O (1.183, 2.063, -2.739)
C (1.276, 2.167, -1.489)
O (0.483, 2.117, -0.534)
H (2.329, 2.397, -1.173)

Summary:
total charge = -1
Kohn-Sham gap = 7.59 eV
relative energy (zero: lowest compared OMol25 entry of this formula, charge and spin) = 44.95 kcal/mol
E_HOMO = -3.78 eV
M = 88.09 g mol⁻¹

Atomic partial charges in e from the natural (NBO) method, atoms 1 to 6:
1 C -0.479
2 C -0.083
3 N -0.400
4 H 0.247
5 H 0.192
6 H 0.213



Record 7
C3H6NO2 | the ωB97M-V functional and the def2-TZVPD basis

CARTESIAN COORDINATES (ANGSTROEM)
C (-0.558, -0.370, -1.730)
C (-0.801, -0.050, -0.450)
N (-2.056, 0.300, 0.105)
H (-1.422, -0.687, -2.321)
H (0.305, 0.058, -2.206)
H (0.023, 0.223, 0.215)
H (-2.706, -0.358, -0.342)
H (-2.123, 0.104, 1.101)
O (1.424, 0.483, 2.209)
C (2.332, 0.215, 1.390)
O (2.395, 0.451, 0.171)
H (3.187, -0.369, 1.857)

Summary:
total charge = -1
Kohn-Sham gap = 8.14 eV
relative energy (zero: lowest compared OMol25 entry of this formula, charge and spin) = 36.12 kcal/mol
E_HOMO = -4.00 eV
M = 88.09 g mol⁻¹

Atomic partial charges in e from the natural (NBO) method, atoms 1 to 6:
1 C -0.566
2 C 0.023
3 N -0.803
4 H 0.150
5 H 0.226
6 H 0.249



Record 8
C3H6NO2 | the ωB97M-V functional and the def2-TZVPD basis

CARTESIAN COORDINATES (ANGSTROEM)
N (-1.998, -0.110, -0.150)
C (-0.653, -0.139, 0.470)
C (0.512, -0.115, -0.492)
C (1.926, -0.146, 0.133)
O (2.025, 0.323, 1.290)
O (2.826, -0.455, -0.669)
H (-1.774, 0.366, -1.036)
H (-2.591, 0.613, 0.246)
H (-0.550, -0.954, 1.199)
H (-0.485, 0.769, 1.099)
H (0.327, -1.015, -1.096)
H (0.435, 0.863, -0.996)

Summary:
total charge = -1
SMILES = NCCC(=O)[O-]
Kohn-Sham gap = 8.20 eV
relative energy (zero: lowest compared OMol25 entry of this formula, charge and spin) = 16.50 kcal/mol
E_HOMO = -4.03 eV
M = 88.09 g mol⁻¹

Atomic partial charges in e from the natural (NBO) method, atoms 1 to 6:
1 N -0.843
2 C -0.222
3 C -0.528
4 C 0.760
5 O -0.791
6 O -0.778